Entry 1:
ORCA calculation (ωB97M-V/def2-TZVPD) on a 13-piece molecular cluster, C31H94N20O13 overall in a non-equilibrium geometry.

Geometry (Å):
C  12.62060  15.46569  8.29282
C  11.65980  16.70811  8.22504
C  11.74552  17.33398  6.81372
O  11.06108  18.59022  6.76571
C  11.69027  19.66823  7.50409
N  10.27625  16.40560  8.46514
H  13.69596  15.69642  8.14522
H  12.26310  14.81539  7.46904
H  12.57737  14.86932  9.25617
H  12.00747  17.52778  8.87480
H  11.20031  16.61552  6.17573
H  12.75761  17.48215  6.44274
H  10.92425  20.46020  7.57615
H  12.51661  20.06937  6.84649
H  12.04225  19.33314  8.48553
H  9.71368  17.14289  8.11238
H  10.17234  16.36882  9.47393
C  9.87382  20.81158  10.75299
C  10.76460  21.02206  11.93850
C  12.08786  20.30174  11.63972
O  12.03665  18.90094  11.34716
C  13.37759  18.37457  11.37217
N  11.00097  22.42623  12.15501
H  10.28063  21.33342  9.89270
H  8.88971  21.26507  10.95810
H  9.77926  19.73766  10.61896
H  10.30945  20.55108  12.81261
H  12.78400  20.50017  12.48628
H  12.58613  20.82151  10.79601
H  13.28588  17.28727  11.41887
H  13.97089  18.81201  12.18034
H  13.89333  18.63477  10.43667
H  10.11988  22.94355  12.12232
H  11.37261  22.65133  13.07251
C  15.52999  11.69126  6.83467
C  15.28856  12.45063  8.11645
C  14.14554  11.67110  8.81664
O  12.91087  11.59470  8.06310
C  12.07953  10.76023  8.89303
N  16.56057  12.65621  8.83381
H  16.30486  10.94572  7.04508
H  15.87182  12.22246  5.92120
H  14.64371  11.13745  6.49472
H  14.96041  13.43947  7.81519
H  13.93387  12.15759  9.78421
H  14.47903  10.61440  8.96234
H  11.13930  10.64735  8.37629
H  11.95422  11.21289  9.86940
H  12.53620  9.76527  9.04517
H  17.21389  12.44980  8.09978
H  16.65984  11.91023  9.52932
C  19.00637  15.92145  15.23177
C  18.74689  14.43404  15.28421
C  17.73134  14.00360  14.15844
O  17.55147  12.55897  14.11052
C  16.46750  12.31317  13.18408
N  19.95852  13.74565  15.10566
H  19.68841  16.34211  15.97574
H  18.03142  16.42414  15.33700
H  19.40607  16.19209  14.23739
H  18.35338  14.20116  16.27777
H  18.10548  14.30509  13.15188
H  16.77294  14.46415  14.38106
H  16.17919  11.26929  13.31506
H  16.73932  12.54998  12.14432
H  15.64364  12.97631  13.47058
H  20.59408  13.75498  15.86425
H  20.35490  13.95490  14.21374
C  13.01084  13.17370  15.83628
C  12.33316  12.08872  16.64310
C  12.60656  10.77057  15.96186
O  14.05171  10.61782  16.17711
C  14.55170  9.58093  15.37613
N  12.99524  12.08899  18.00408
H  12.68732  13.08074  14.77704
H  14.10166  13.11931  15.89648
H  12.65037  14.13410  16.23977
H  11.27610  12.36152  16.67235
H  12.35077  10.88273  14.87627
H  12.03165  9.92185  16.38072
H  14.49073  8.69613  16.03487
H  15.60815  9.75456  15.06855
H  13.84896  9.39756  14.52611
H  13.97270  11.99290  17.75760
H  12.90098  13.01688  18.41212
C  14.76872  16.32957  17.48551
C  15.09530  16.81824  16.07782
C  14.04700  16.62915  15.03862
O  12.87212  17.24634  15.56461
C  11.79116  17.05984  14.70579
N  15.57758  18.18751  16.12298
H  14.36052  15.31555  17.41108
H  13.98685  16.93597  17.95666
H  15.72414  16.35437  18.01483
H  15.99238  16.21081  15.80232
H  13.97373  15.56250  14.90874
H  14.32763  17.12646  14.11199
H  11.60140  15.97749  14.56335
H  11.99607  17.52276  13.71856
H  10.90624  17.52154  15.12686
H  16.18419  18.23277  16.94879
H  14.77848  18.74697  16.38482
C  8.96413  11.95686  15.64609
O  8.61330  12.17611  16.80034
N  9.19822  12.96149  14.72673
N  9.12070  10.73465  15.13867
H  9.46237  13.83112  15.17405
H  9.78679  12.77423  13.89837
H  9.11189  9.96312  15.75791
H  9.47190  10.60013  14.20054
C  8.26624  13.22700  8.43208
O  7.52114  12.42804  7.90583
N  9.58442  13.23621  8.16748
N  7.80287  14.14647  9.31734
H  9.83228  12.76979  7.30480
H  10.03611  14.16354  8.26718
H  8.39932  14.93540  9.56971
H  6.80732  14.11634  9.36481
C  12.07764  12.81170  12.08456
O  12.87326  11.89778  12.45018
N  10.73326  12.58690  11.92056
N  12.52958  14.04806  11.82712
H  10.39938  11.64445  11.83793
H  10.16311  13.26876  11.46412
H  13.52262  14.28586  11.99610
H  11.81118  14.73814  11.71354
C  9.17123  16.27421  11.93939
O  9.98068  15.62740  11.30698
N  7.99703  15.73859  12.44667
N  9.30816  17.60837  12.24741
H  7.75260  14.77991  12.24562
H  7.60016  16.21816  13.24748
H  10.17229  18.09721  11.94157
H  8.51671  18.19737  12.46256
C  9.18085  9.27395  11.47084
O  9.80368  10.00896  12.25784
N  8.62339  9.63977  10.26976
N  8.92702  7.96991  11.73566
H  8.66331  10.61177  9.98212
H  8.01340  9.08815  9.69556
H  8.39513  7.42228  11.07934
H  8.98363  7.59160  12.66573
C  16.08405  16.09802  11.44287
O  15.41081  15.40104  12.19646
N  16.69867  17.23142  11.81020
N  16.38014  15.68759  10.14577
H  16.59463  17.65276  12.71898
H  17.28493  17.73076  11.14973
H  17.03202  16.26901  9.64008
H  16.63839  14.70406  10.06364
C  13.91299  8.58085  11.66180
O  14.30108  7.49524  11.23640
N  12.68632  8.92630  12.07378
N  14.73576  9.69168  11.74172
H  11.95872  8.33541  11.68856
H  12.49130  9.92240  12.22868
H  14.33318  10.57074  12.05688
H  15.70506  9.51483  11.61790

Values from the calculation:
Relative energy (zero: lowest compared OMol25 entry of this formula, charge and spin) = 0.0000 eV
HOMO energy = -8.50 eV
Strongest force on any atom = 2.49 eV/A
Electronic energy = -90095.8018 eV
Kohn-Sham gap = 8.58 eV



Entry 2:
ORCA calculation (ωB97M-V/def2-TZVPD) on C32H103N30O18Sn as an isolated structure in a non-equilibrium geometry.

Geometry (Å):
Sn  -2.30426  0.60005  4.89795
C  0.11437  -0.22994  0.27512
C  0.55325  -0.22766  1.76176
C  0.78188  1.22925  2.20788
O  -0.53320  -0.78496  2.56422
H  0.59483  0.48593  -0.39180
H  -0.95397  -0.01959  0.22499
H  0.16494  -1.21979  -0.17847
H  1.39445  -0.91323  1.86407
H  0.95220  1.43597  3.26446
H  -0.04085  1.83701  1.83127
H  1.63821  1.72710  1.75296
C  5.85545  3.48725  -1.51420
C  5.05813  2.21300  -2.07254
C  4.27948  1.32699  -1.11449
O  4.95903  0.34398  -0.38195
C  4.14625  -0.60700  0.25060
N  4.13349  2.93713  -2.95361
H  6.08572  4.17893  -2.32455
H  6.77361  3.14310  -1.03813
H  5.38628  4.18670  -0.82228
H  5.73587  1.52567  -2.57886
H  3.83535  0.69070  -1.87998
H  3.43920  1.83117  -0.63717
H  3.44724  -1.14499  -0.38975
H  3.39463  -0.25781  0.95858
H  4.75222  -1.30367  0.82987
H  4.75364  3.48403  -3.53363
H  3.64365  3.62099  -2.39458
C  -4.34830  0.36342  0.31651
C  -5.81970  -0.01540  0.13524
C  -6.77897  1.17205  0.47693
O  -6.85317  1.48270  1.91139
C  -7.85277  2.60688  2.32574
N  -6.04370  -0.69620  -1.13838
H  -3.69216  -0.25187  -0.29912
H  -3.92303  0.31641  1.31902
H  -4.10976  1.34470  -0.09372
H  -6.03296  -0.81804  0.84120
H  -7.76092  0.79620  0.18949
H  -6.53103  2.04106  -0.13253
H  -8.87764  2.42943  1.99977
H  -7.44476  3.58997  2.09089
H  -7.78062  2.51783  3.40970
H  -7.01722  -0.95587  -1.20863
H  -5.77948  -0.22029  -1.98914
C  4.81852  -1.02850  -5.87694
C  4.46471  -2.19455  -4.95739
C  3.89764  -1.72974  -3.55362
O  3.25768  -2.73964  -2.77985
C  4.08005  -3.82699  -2.39232
N  3.52749  -2.98381  -5.75389
H  5.56156  -0.39700  -5.38992
H  3.90142  -0.50192  -6.14104
H  5.24092  -1.35444  -6.82744
H  5.33144  -2.79422  -4.67940
H  3.19656  -0.92038  -3.75738
H  4.65649  -1.26714  -2.92255
H  4.75050  -3.48335  -1.60459
H  4.55650  -4.30673  -3.24728
H  3.50288  -4.71478  -2.13383
H  4.08967  -3.58778  -6.33636
H  2.98194  -3.66220  -5.24179
C  -3.38363  -3.30731  -1.28887
C  -4.54351  -4.17908  -0.91098
C  -4.23585  -5.58706  -0.32244
O  -3.27151  -6.36121  -0.98378
C  -3.58301  -6.76739  -2.33548
N  -5.29460  -3.35642  0.03093
H  -2.64362  -3.32694  -0.48881
H  -3.55944  -2.32792  -1.73384
H  -2.91354  -3.85716  -2.10421
H  -5.21662  -4.28587  -1.76165
H  -5.12522  -6.14972  -0.03864
H  -3.85763  -5.48052  0.69427
H  -3.44185  -5.95340  -3.04653
H  -4.59186  -7.18006  -2.33162
H  -2.92671  -7.56714  -2.67867
H  -5.31945  -2.45168  -0.41732
H  -6.28322  -3.55537  -0.02524
C  0.06117  -2.30519  -3.89706
O  -1.08618  -2.05304  -3.92773
N  0.66950  -2.60389  -2.82883
N  0.84575  -2.15125  -4.88121
H  1.66021  -2.79209  -2.88521
H  0.20906  -2.77891  -1.94709
H  1.80879  -2.27260  -4.60205
H  0.65298  -1.80800  -5.81133
C  3.28963  5.06094  2.38333
O  3.20610  4.90604  3.58058
N  3.01879  6.22733  1.90641
N  3.76306  4.22700  1.55268
H  3.27643  6.53588  0.97985
H  2.65139  6.94565  2.51398
H  3.33363  4.22914  0.63852
H  4.05702  3.30080  1.82805
C  -3.28429  3.58700  2.27219
O  -2.82611  2.66556  2.97858
N  -2.81229  4.79157  2.20010
N  -4.45832  3.51522  1.67851
H  -3.34754  5.47735  1.68696
H  -1.88867  4.93146  2.58410
H  -5.16226  2.81538  1.86500
H  -4.80543  4.33236  1.19694
C  0.42969  1.69968  -3.02226
O  -0.69694  1.86400  -2.58590
N  1.41406  2.45333  -2.59929
N  0.88535  1.02687  -4.05531
H  2.30084  2.57174  -3.06801
H  1.19846  3.01040  -1.78487
H  0.06772  0.60102  -4.46791
H  1.86878  0.83840  -4.18740
C  1.34765  -0.80166  5.79474
O  0.42155  0.03181  5.97916
N  2.42256  -0.71653  6.50857
N  1.37050  -1.70579  4.89937
H  2.43928  -0.24591  7.40207
H  3.12317  -1.44399  6.51612
H  0.65767  -1.56242  4.19836
H  2.23523  -2.22544  4.85140
C  0.39495  3.59740  5.88009
O  -0.65733  3.17850  5.39303
N  0.55908  4.87200  6.27341
N  1.34534  2.83825  6.34992
H  1.49278  5.02403  6.62725
H  0.01750  5.66705  5.96573
H  1.03079  1.87945  6.39314
H  2.21026  3.05723  6.82328
C  -0.34471  4.47428  -0.25103
O  -0.29431  5.46854  0.35939
N  0.34691  3.32504  -0.09051
N  -1.17455  4.30288  -1.23358
H  -0.07946  2.48461  -0.45381
H  0.93389  3.38111  0.72950
H  -1.01381  3.47731  -1.79277
H  -2.00848  4.87180  -1.26525
C  -4.00666  0.08720  -3.81343
O  -4.93316  0.87058  -3.74744
N  -2.88750  0.09108  -3.16477
N  -3.94567  -0.86696  -4.66947
H  -2.27913  -0.71205  -3.23531
H  -2.56372  0.76299  -2.48374
H  -4.77973  -1.05946  -5.20556
H  -3.06343  -1.22740  -5.00389
C  4.38652  1.64350  3.56293
O  4.94851  2.28457  2.70899
N  4.44340  0.41089  3.79294
N  3.51881  2.17914  4.39580
H  5.24087  -0.16039  3.55259
H  3.88871  0.11656  4.58401
H  3.19738  3.04688  3.99107
H  2.84226  1.62468  4.90072
C  0.30120  -7.39668  -1.13015
O  0.15213  -8.32651  -1.88471
N  -0.57593  -6.54016  -0.80870
N  1.44654  -7.05883  -0.64812
H  -0.50923  -5.92242  -0.01243
H  -1.47192  -6.83808  -1.16725
H  1.38616  -6.53517  0.21341
H  2.08858  -7.83828  -0.66679
C  2.63568  6.18021  -1.58687
O  3.01113  5.05103  -1.34376
N  1.52157  6.66764  -1.19289
N  3.39229  7.03371  -2.22461
H  1.21492  7.54277  -1.59316
H  0.81836  6.08294  -0.76428
H  3.06135  7.98792  -2.23177
H  4.22028  6.72741  -2.71523
C  -3.59520  -2.66688  3.13053
O  -3.30514  -2.44573  4.29994
N  -4.53878  -3.43233  2.83350
N  -3.02090  -2.04914  2.11633
H  -4.66853  -3.55415  1.83930
H  -5.07215  -3.76982  3.62199
H  -3.21716  -2.46077  1.21514
H  -2.18412  -1.53514  2.35233
C  0.19983  -4.42483  1.84347
O  0.58058  -5.49106  1.51746
N  0.04374  -3.99125  3.07941
N  -0.34400  -3.64844  0.93270
H  0.07224  -4.75762  3.73666
H  -0.36478  -3.10428  3.33728
H  -0.75929  -2.79597  1.28045
H  -0.62312  -3.95196  0.01071

Values from the calculation:
Charge = +1
HOMO energy = -10.18 eV
Strongest force on any atom = 8.13 eV/A
Electronic energy = -122241.1083 eV
Kohn-Sham gap = 5.76 eV



Number 1: LUMO level 0.08 eV. Number 2: LUMO level -4.41 eV.